No. 1
DFT (ωB97M-V/def2-TZVPD) results for a 13-piece molecular cluster, C3H33NO13 overall in a non-equilibrium geometry.

Values from the calculation:
Molecular weight: 291.291 g mol⁻¹
ΔE to the lowest compared entry with this formula, charge and spin: 342.26 kJ/mol
Spin multiplicity: 1
Gap between HOMO and LUMO: 9.01 eV
E_tot: -1166.92176 a.u.

Positions of all 50 atoms, in Å:
C -0.897 -1.371 1.789
O -0.339 -0.496 2.819
C -1.434 -0.815 0.459
C -2.684 -1.569 0.038
N -0.438 -0.663 -0.562
H -1.710 -1.941 2.336
H 0.023 -1.980 1.739
H -0.505 0.437 2.496
H -1.668 0.299 0.800
H -2.429 -2.340 -0.788
H -3.119 -2.264 0.868
H -3.388 -0.907 -0.370
H -0.766 -0.216 -1.382
H 0.195 -1.424 -0.765
H -1.011 0.846 -4.169
H -1.888 0.870 -3.024
O -0.888 0.894 -3.203
H 2.559 -1.828 -0.183
H 2.000 -1.513 -1.573
O 1.946 -2.159 -0.848
H 0.166 1.600 -1.942
H 0.554 2.967 -1.406
O 0.418 2.075 -1.200
H 0.416 -3.830 0.707
H 1.618 -4.577 0.412
O 1.045 -4.442 1.170
H -3.447 1.740 -1.307
H -3.909 0.628 -2.340
O -3.134 0.995 -1.992
H 1.436 0.047 0.924
H 1.042 1.322 0.230
O 1.376 1.022 1.112
H 3.558 -0.336 2.006
H 4.670 -1.286 1.744
O 4.003 -0.809 1.293
H 1.886 0.240 2.906
H 1.853 -1.068 3.489
O 2.435 -0.353 3.475
H -0.677 3.132 1.340
H -0.978 1.830 0.809
O -1.431 2.597 1.217
H 0.828 -0.188 -2.765
H 1.863 0.939 -2.324
O 1.769 -0.005 -2.502
H 3.610 1.126 -0.627
H 2.716 2.344 -0.489
O 3.349 1.920 -1.043
H -4.046 2.619 0.741
H -2.793 3.095 0.001
O -3.755 2.797 -0.114

***

No. 2
DFT (ωB97M-V/def2-TZVPD) results for a 14-piece molecular cluster, C3H35N2O15S overall in a non-equilibrium geometry.

Values from the calculation:
Molecular weight: 371.379 g mol⁻¹
ΔE to the lowest compared entry with this formula, charge and spin: 160.21 kJ/mol
Spin multiplicity: 1
Gap between HOMO and LUMO: 6.08 eV
Charge: -1
E_tot: -1771.71094 a.u.

Positions of all 56 atoms, in Å:
N -1.671 2.292 -0.036
C -1.525 0.858 0.218
C -2.093 0.001 -0.832
S -1.727 0.684 -2.544
C -0.392 0.412 1.039
N 0.764 -0.199 0.384
O -0.753 -0.601 2.006
H -2.495 2.473 -0.628
H -0.870 2.697 -0.518
H -3.047 0.504 1.637
H -1.692 -1.023 -0.837
H -3.212 -0.041 -0.817
H 0.706 -0.188 -0.624
H 1.660 0.191 0.662
H -3.725 -0.899 1.914
H -1.703 -0.469 2.344
O -3.299 -0.131 2.346
H 2.011 -0.367 3.305
H 0.438 -0.464 3.275
O 1.211 -0.054 3.737
H 0.694 -3.437 -0.777
H -0.799 -3.311 -0.830
O -0.044 -3.530 -1.422
H 0.104 4.461 1.395
H -0.319 3.215 2.184
O -0.615 4.118 1.937
H -1.079 -2.075 1.082
H -1.040 -3.621 1.354
O -1.457 -2.945 0.811
H -3.147 -2.656 0.784
H -4.282 -2.028 -0.035
O -4.060 -2.292 0.863
H 0.316 -2.279 -2.570
H -0.178 -1.056 -3.306
O 0.619 -1.617 -3.238
H 1.237 -2.184 0.890
H 2.381 -2.705 -0.016
O 1.690 -2.998 0.605
H 0.082 2.256 -2.806
H 0.988 2.908 -1.701
O 0.986 2.631 -2.641
H 2.251 2.852 -0.097
H 0.975 2.512 0.622
O 1.341 3.198 0.025
H 4.372 1.572 -0.249
H 3.080 0.994 -0.960
O 3.420 1.447 -0.164
H 3.042 -1.133 -1.665
H 2.803 -2.504 -2.163
O 3.272 -2.061 -1.444
H 0.574 1.200 2.627
H -1.788 2.831 0.841
O 0.124 1.521 1.822
H 1.846 1.146 -2.594
H 1.703 -0.401 -2.763
O 2.324 0.295 -2.435

***

No. 3
DFT (ωB97M-V/def2-TZVPD) results for a 15-piece molecular cluster, C3H35N2O16 overall in a non-equilibrium geometry.

Values from the calculation:
Molecular weight: 355.311 g mol⁻¹
ΔE to the lowest compared entry with this formula, charge and spin: 0.00 kJ/mol
Spin multiplicity: 1
Gap between HOMO and LUMO: 8.63 eV
Charge: -1
E_tot: -1448.81930 a.u.

Positions of all 56 atoms, in Å:
C -0.676 -1.372 0.950
N -1.733 -2.328 0.551
C -2.284 -2.065 -0.716
O -2.640 -0.861 -0.913
O -2.342 -2.984 -1.570
C 0.528 -1.353 -0.027
N 0.561 -0.285 -1.033
H -0.193 -1.749 1.865
H -1.102 -0.384 1.056
H -1.457 -3.293 0.669
H 1.363 -1.148 0.693
H 0.845 -2.287 -0.505
H 0.329 0.603 -0.587
H -0.177 -0.453 -1.713
H -3.312 0.175 0.054
H -4.575 1.110 0.051
O -3.700 1.016 0.458
H -2.548 -0.681 -3.221
H -2.102 -2.130 -2.957
O -1.975 -1.363 -3.588
H 3.862 2.618 -0.238
H 3.691 1.894 -1.535
O 4.347 2.014 -0.805
H -2.573 -1.606 2.546
H -3.657 -0.748 2.154
O -3.245 -1.046 2.986
H 2.765 -0.618 3.790
H 2.220 -2.112 4.033
O 2.218 -1.218 4.366
H -2.332 0.977 2.833
H -0.809 1.017 3.293
O -1.469 1.338 2.637
H -0.530 -0.550 4.850
H 0.863 -0.143 4.295
O -0.022 0.215 4.541
H 0.607 -1.415 -3.732
H 1.876 -0.524 -3.628
O 1.258 -0.914 -4.251
H 2.458 0.656 2.087
H 3.843 0.124 1.904
O 3.227 0.434 2.630
H -0.625 2.016 1.284
H -0.819 2.809 0.147
O -0.029 2.410 0.594
H -1.319 -0.172 -4.650
H 0.008 0.233 -4.871
O -0.881 0.626 -5.038
H 1.987 2.389 -2.748
H 2.651 1.264 -3.457
O 2.868 2.115 -3.055
H 3.679 -0.893 -0.066
H 4.420 0.529 -0.104
O 4.314 -0.327 0.398
H -2.932 2.376 -0.362
H -2.398 2.991 -1.641
O -2.330 3.074 -0.707

***

No. 4
DFT (ωB97M-V/def2-TZVPD) results for a 14-piece molecular cluster, C3H36N2O13 overall in a non-equilibrium geometry.

Values from the calculation:
Molecular weight: 308.322 g mol⁻¹
ΔE to the lowest compared entry with this formula, charge and spin: 0.00 kJ/mol
Spin multiplicity: 1
Gap between HOMO and LUMO: 10.10 eV
E_tot: -1223.60409 a.u.

Positions of all 54 atoms, in Å:
C 0.738 0.018 -2.698
C 1.200 -0.211 -1.242
C 2.690 -0.567 -1.204
N 3.132 -0.388 0.200
N -0.592 0.681 -2.647
H 1.472 0.612 -3.239
H 0.633 -0.944 -3.249
H 0.981 0.714 -0.651
H 0.619 -0.992 -0.741
H 3.249 0.157 -1.867
H 2.864 -1.611 -1.550
H 2.600 -0.959 0.874
H 4.117 -0.707 0.319
H -0.947 0.893 -3.587
H -0.513 1.497 -2.092
H 0.559 -3.695 -1.473
H -0.251 -3.500 -2.805
O 0.605 -3.824 -2.409
H -3.972 -2.111 1.234
H -3.058 -1.035 0.586
O -3.079 -1.818 1.205
H 1.887 2.810 1.828
H 0.592 3.574 2.034
O 1.259 3.027 2.512
H -1.444 1.606 1.734
H -2.880 2.265 1.962
O -2.197 2.091 1.300
H -1.894 -2.816 0.572
H -1.413 -4.264 0.330
O -1.175 -3.342 0.152
H -2.770 1.004 0.145
H -2.334 0.157 -1.121
O -3.037 0.218 -0.438
H -1.250 -0.905 3.512
H -2.215 -1.802 2.740
O -1.531 -1.814 3.439
H -1.766 -1.685 -2.396
H -1.659 -2.874 -1.465
O -1.823 -2.666 -2.394
H 1.575 2.803 -0.690
H 1.200 3.958 -1.735
O 0.870 3.191 -1.237
H -0.054 3.934 -0.001
H -1.221 3.545 0.971
O -0.505 4.186 0.857
H 0.095 -2.815 1.258
H -0.004 -2.299 2.690
O 0.629 -2.439 1.960
H 2.876 1.335 0.426
H 3.669 2.733 0.421
O 2.810 2.315 0.397
H 0.404 1.685 2.681
H 0.441 0.221 2.063
O -0.181 0.853 2.529

***

No. 5
DFT (ωB97M-V/def2-TZVPD) results for a 16-piece molecular cluster, C3H37O16 overall in a non-equilibrium geometry.

Values from the calculation:
Molecular weight: 329.313 g mol⁻¹
ΔE to the lowest compared entry with this formula, charge and spin: 192.88 kJ/mol
Spin multiplicity: 1
Gap between HOMO and LUMO: 7.79 eV
Charge: -1
E_tot: -1340.40183 a.u.

Positions of all 56 atoms, in Å:
C 0.973 0.612 -0.113
C 0.178 -0.494 -0.713
C 0.986 -1.574 -1.401
O -0.478 -1.073 0.343
H 1.847 0.317 0.407
H 0.399 1.269 0.566
H 1.399 1.311 -0.853
H -0.623 -0.052 -1.289
H 1.840 -1.902 -0.789
H 1.419 -1.154 -2.365
H 0.297 -2.406 -1.664
O 3.251 2.288 1.904
H 3.370 2.960 2.558
H 2.844 2.809 1.209
O 1.522 -2.173 1.657
H 1.566 -3.072 1.305
H 0.819 -1.786 1.123
O 2.833 -0.192 3.073
H 3.109 0.607 2.684
H 2.530 -0.750 2.383
O -1.002 -3.079 2.958
H -0.150 -2.729 2.689
H -1.662 -2.711 2.371
O -0.678 -0.161 2.799
H -0.123 0.633 2.822
H -0.526 -0.489 1.906
O -2.267 2.143 -0.794
H -2.859 1.430 -0.584
H -1.578 1.677 -1.181
O -1.893 -2.891 -0.765
H -1.401 -3.680 -1.008
H -1.209 -2.324 -0.412
O -0.010 2.807 -2.713
H 0.755 2.986 -3.240
H -0.226 3.706 -2.382
O -0.845 3.560 1.337
H -0.372 2.856 1.770
H -1.293 3.186 0.592
O -0.771 -5.190 -1.512
H -1.313 -5.430 -2.283
H -1.019 -5.911 -0.927
O -2.263 -1.574 -3.089
H -1.624 -0.915 -3.281
H -2.070 -1.983 -2.202
O 1.572 3.899 0.142
H 0.644 4.068 0.129
H 1.655 3.052 -0.308
O 0.730 2.267 2.997
H 1.504 2.267 2.442
H 1.036 2.101 3.901
O -3.078 -0.293 0.313
H -2.146 -0.636 0.328
H -3.471 -0.741 -0.460
O -0.807 0.463 -4.088
H -0.359 1.066 -3.454
H -0.960 1.024 -4.842

***

No. 6
DFT (ωB97M-V/def2-TZVPD) results for a 16-piece molecular cluster, C3H38NO15 overall in a non-equilibrium geometry.

Values from the calculation:
Molecular weight: 328.329 g mol⁻¹
ΔE to the lowest compared entry with this formula, charge and spin: 464.44 kJ/mol
Spin multiplicity: 1
Gap between HOMO and LUMO: 8.01 eV
Charge: +1
E_tot: -1320.08188 a.u.

Positions of all 57 atoms, in Å:
C 1.084 -1.613 -2.074
C 2.527 -1.365 -2.382
C 3.518 -2.119 -1.870
N 2.890 -0.105 -2.908
H 0.438 -1.847 -2.885
H 0.871 -2.062 -1.239
H 0.646 -0.632 -2.103
H 4.584 -2.220 -1.915
H 3.205 -3.024 -1.245
H 2.168 0.516 -3.114
H 1.141 2.359 -1.250
H 3.700 -0.112 -3.478
H 0.497 -3.845 0.602
H 1.587 -4.919 0.873
O 1.005 -4.567 0.218
H 0.706 1.184 0.930
H -0.487 0.622 0.114
O 0.268 0.373 0.576
H -4.139 -2.232 2.975
H -3.996 0.024 2.598
O -3.835 -1.551 2.288
H 2.819 1.248 1.460
H 3.140 1.761 2.958
O 2.485 1.706 2.234
H 2.893 -1.564 0.222
H 2.513 -0.145 -0.005
O 2.586 -0.749 0.746
H 1.595 -1.235 3.187
H 1.012 -0.299 2.146
O 0.775 -1.002 2.776
H -1.450 -1.541 0.728
H -3.085 -1.081 -2.748
O -3.066 -1.571 -1.813
H -0.111 -1.627 1.202
H -2.840 -1.791 2.290
O -0.984 -2.112 1.260
H -2.869 2.581 -2.565
H -2.301 -2.241 -1.963
O -2.304 2.548 -1.880
H -1.404 2.674 -2.298
H 0.603 3.912 -1.222
O 0.295 2.963 -1.094
H -3.148 1.122 2.463
H -4.427 1.185 1.390
O -4.174 1.069 2.469
H -2.961 1.765 -0.055
H -3.401 0.321 -0.537
O -3.273 0.885 0.182
H 3.210 3.094 -1.885
H 2.688 3.182 -3.299
O 2.519 2.891 -2.375
H -1.308 -0.592 3.041
H -0.833 0.473 2.118
O -1.612 0.269 2.589
H -0.536 3.592 1.771
H -0.698 2.780 0.426
O -0.729 2.662 1.370